Entry 1:
DFT (the ωB97M-V functional and the def2-TZVPD basis) results for a molecular structure, C44H52Br4CsN6O4PS2.

Net charge: -2
Multiplicity: 1
HOMO in eV: -1.17
Kohn-Sham gap in eV: 4.6208

```
114
C44H52Br4CsN6O4PS2 | the Open Molecules 2025 dataset | the ωB97M-V functional and the def2-TZVPD basis
Cs -0.23978 -0.48285 0.82902
C 3.77218 -3.83054 0.86691
C 2.89600 -2.68034 1.25062
N 2.97926 -1.47105 0.87188
N 3.95293 -1.10204 -0.05174
C 3.87891 -1.34561 -1.39325
N 4.65907 -0.50514 -2.12829
S 2.98202 -2.55459 -2.10428
C 1.84438 -2.92976 2.29528
C 1.04482 -4.06255 2.21093
C 0.09757 -4.28416 3.19702
C -0.01753 -3.36122 4.22170
C 0.81924 -2.25700 4.21255
N 1.74228 -2.03529 3.27999
H 3.45415 -4.26280 -0.08179
H 3.75342 -4.58593 1.65005
H 4.79250 -3.47042 0.72077
H 4.25898 -0.16263 0.16922
H 4.80047 0.44503 -1.80453
H 4.45891 -0.53491 -3.11691
H 1.13424 -4.73102 1.36641
H -0.56989 -5.13355 3.13831
H -0.77540 -3.46496 4.98578
H 0.75583 -1.51016 4.99491
Br -5.47524 -4.56912 4.11887
C -4.06429 -4.01247 2.97686
C -3.63455 -4.82076 1.95174
Br -4.41549 -6.52403 1.65292
C -2.60596 -4.35699 1.11399
Br -1.92036 -5.43931 -0.29181
C -1.96386 -3.11660 1.26422
O -1.02101 -2.73749 0.49392
C -2.38791 -2.26378 2.38958
O -1.79315 -1.15025 2.60108
C -3.44425 -2.76144 3.16982
Br -4.07428 -1.60524 4.54616
C -2.95817 -1.47634 -1.88841
O -3.42007 -0.44219 -1.04486
C -3.42372 0.81996 -1.66515
C -3.89876 1.85714 -0.66178
O -3.00297 2.11784 0.39037
C -1.93712 2.96139 0.00831
H -3.71635 -1.73418 -2.63951
H -2.73390 -2.33663 -1.26408
H -2.03908 -1.17641 -2.40643
H -4.10884 0.82388 -2.52955
H -2.42342 1.06629 -2.05206
H -4.81225 1.48358 -0.19448
H -4.13296 2.79456 -1.19160
H -2.31034 3.92329 -0.36459
H -1.30448 2.51824 -0.76451
H -1.32499 3.12833 0.89355
C 4.30879 2.08704 1.12165
C 4.39662 3.58589 1.12672
C 5.36861 4.22192 1.89006
C 5.49960 5.60364 1.88537
C 4.65586 6.36339 1.08992
C 3.68262 5.73372 0.32615
C 3.52511 4.35147 0.34580
P 2.20739 3.46016 -0.59413
C 1.13329 4.91064 -1.01342
C 0.38884 5.33543 0.08939
C -0.46826 6.42029 0.03373
C -0.62104 7.09491 -1.16771
C 0.09999 6.67625 -2.27407
C 0.98924 5.60048 -2.22611
C 1.73319 5.24857 -3.48593
C 3.09817 2.92197 -2.07009
C 4.42922 3.24055 -2.31869
C 5.11891 2.79992 -3.43982
C 4.40647 2.00488 -4.36553
C 3.10593 1.65212 -4.15703
C 2.35094 2.08439 -2.99751
C 1.02903 1.76183 -2.85575
H 5.23774 1.64047 1.47820
H 4.10770 1.73573 0.10715
H 3.48011 1.73803 1.73950
H 6.03983 3.61734 2.48999
H 6.26330 6.07898 2.48886
H 4.75237 7.44200 1.05858
H 3.02046 6.33303 -0.28706
H 0.48460 4.78926 1.02429
H -1.02470 6.71617 0.91358
H -1.29978 7.93531 -1.24731
H -0.01901 7.19873 -3.21672
H 1.46684 5.95249 -4.27531
H 1.48137 4.23880 -3.81339
H 2.81358 5.27358 -3.34504
H 4.95293 3.87462 -1.60850
H 6.15494 3.06738 -3.59927
H 4.90895 1.64772 -5.26137
H 2.59279 1.02882 -4.88236
H 0.55128 1.09862 -3.56425
H 0.44553 2.09355 -2.01006
C -1.22581 0.43039 5.76811
N -0.89772 1.40655 4.74397
C -2.03287 1.83068 3.93535
C 0.34520 1.72682 4.39720
S 0.72412 2.59669 3.02183
N 1.33858 1.28181 5.29810
C 1.33301 2.00172 6.56180
C 2.68202 1.12917 4.76844
H -1.90449 -0.29842 5.33020
H -1.71469 0.91471 6.61917
H -0.32595 -0.07169 6.10688
H -2.90035 1.91056 4.59065
H -2.23759 1.08104 3.16868
H -1.82036 2.79362 3.47825
H 0.31718 2.12385 6.93148
H 1.78414 2.99810 6.45039
H 1.90365 1.44166 7.30516
H 2.65941 0.51846 3.86796
H 3.27177 0.60630 5.52481
H 3.15510 2.09299 4.54225
```

Entry 2:
DFT (the ωB97M-V functional and the def2-TZVPD basis) results for a molecular structure, C44H52BrF6N3O3PV.

Net charge: +1
Multiplicity: 2
Energy above the lowest of the compared OMol25 structures with the same formula, charge and spin in kcal per mole: 27.78
HOMO (alpha / beta) in eV: -10.85 / -10.92
Kohn-Sham gap (alpha / beta) in eV: 6.8410 / 7.5531
⟨S²⟩: 0.77

```
111
C44H52BrF6N3O3PV | the Open Molecules 2025 dataset | the ωB97M-V functional and the def2-TZVPD basis
V -0.26661 -0.97582 -1.22457
C 2.00735 1.87724 5.71918
C 1.61370 2.84485 4.59516
C 0.70648 3.92657 5.18163
C 2.87541 3.51630 4.03396
C 0.93085 2.06943 3.47220
C 1.59665 1.01635 2.85587
C 1.00206 0.35476 1.80780
Br 1.92390 -1.11139 1.07331
C -0.26676 0.67801 1.29524
O -0.71595 0.04521 0.18745
C -1.00223 1.66077 1.98820
C -0.34964 2.33650 3.02818
C -2.48076 2.03268 1.80477
C -2.62222 3.52014 1.44751
C -3.19180 1.76976 3.14679
C -3.21089 1.20276 0.76231
H 2.45874 2.42934 6.54506
H 2.73397 1.13672 5.38249
H 1.13379 1.34676 6.10134
H 1.23370 4.44530 5.98255
H -0.20545 3.50364 5.60749
H 0.42886 4.67185 4.43362
H 3.37582 4.08949 4.81614
H 2.62432 4.19773 3.21917
H 3.58598 2.77995 3.65473
H 2.58099 0.70864 3.18194
H -0.90641 3.11374 3.52772
H -2.20695 4.17131 2.21507
H -3.67833 3.77083 1.33604
H -2.11980 3.75589 0.50639
H -2.85336 2.43928 3.93704
H -3.02610 0.74228 3.47605
H -4.26606 1.91838 3.02304
H -2.77403 1.27089 -0.22710
H -4.24701 1.54305 0.69811
H -3.21600 0.15039 1.03964
C -1.84591 -3.65375 2.32483
C -3.15636 -4.07863 2.19190
C -3.92037 -3.55370 1.16784
C -3.37079 -2.61844 0.28926
N -2.06778 -2.30321 0.34923
C -1.35209 -2.79072 1.36466
C -4.24280 -1.87155 -0.66473
C -5.61064 -2.12583 -0.75017
C -6.39406 -1.32869 -1.56499
C -5.79654 -0.29060 -2.25785
C -4.43111 -0.11611 -2.11241
N -3.66732 -0.88570 -1.34625
H -1.21010 -3.99288 3.13042
H -3.58708 -4.78840 2.88515
H -4.95293 -3.85225 1.07643
H -0.31690 -2.47423 1.41292
H -6.07740 -2.92079 -0.18907
H -7.45712 -1.51086 -1.64552
H -6.36725 0.36841 -2.89661
H -3.92452 0.68541 -2.63747
F -2.18739 -0.67547 -3.54418
C -1.38135 -1.59153 -2.97704
F -2.14571 -2.69975 -2.79042
F -0.51862 -1.92503 -3.97183
F -1.67323 4.47353 -5.76679
C -1.79761 4.59350 -4.44467
F -3.09631 4.78379 -4.17006
F -1.14485 5.69998 -4.06768
C -1.27303 3.38385 -3.71064
C -1.31000 3.37130 -2.32530
C -0.85362 2.24672 -1.66642
N -0.38541 1.16849 -2.30738
C -0.32749 1.20977 -3.64050
C -0.75788 2.29599 -4.38465
H -1.68549 4.21867 -1.76878
H -0.84349 2.20527 -0.59050
H 0.08956 0.34175 -4.13182
H -0.69397 2.27690 -5.46216
C 7.06493 -0.51850 0.63637
C 5.86290 -0.55582 -0.26333
C 4.92127 0.46523 -0.24761
C 3.78898 0.43345 -1.04777
C 2.83860 1.59683 -1.00953
C 3.61224 -0.65396 -1.91101
C 4.57097 -1.67262 -1.99085
C 4.48332 -2.82703 -2.95409
C 5.66976 -1.61315 -1.14134
C 2.40438 -0.73449 -2.78233
O 2.35872 -0.73888 -3.97572
O 1.24478 -0.85851 -2.06867
H 7.12105 0.42035 1.18464
H 7.98431 -0.63235 0.06129
H 7.03207 -1.33326 1.36173
H 5.06832 1.31316 0.41216
H 2.90455 2.11040 -0.05056
H 1.80547 1.29260 -1.16297
H 3.08736 2.31980 -1.79082
H 3.61519 -2.78263 -3.60314
H 4.47499 -3.77734 -2.41562
H 5.36164 -2.83318 -3.60039
H 6.40725 -2.40736 -1.18887
C 0.92563 -4.00707 -2.98883
P 0.39158 -3.51713 -1.32021
C -0.79355 -4.84030 -0.91874
C 1.85423 -3.96925 -0.33305
H 1.47815 -4.94439 -2.90897
H 1.55219 -3.24810 -3.44696
H 0.05518 -4.15483 -3.62371
H -0.46011 -5.76276 -1.39664
H -1.78063 -4.58112 -1.29258
H -0.84870 -5.00090 0.15463
H 2.13176 -4.99881 -0.56611
H 1.64667 -3.89626 0.73302
H 2.69332 -3.31664 -0.58170
```

Going through the records in order, we get strongest force on any atom values of 4.2 0.9 eV/Å.
Going through the records in order, we get electronic energy values of -375280.0339 -178406.5925 eV.